[1]
Molecular formula: C2H8NO2P
Method: DFT, wB97M-V/def2-TZVPD

Properties
<S²> ... 2.004
Energy above the lowest of the compared OMol25 structures with the same formula, charge and spin ... 4.405 eV
Kohn-Sham gap (alpha / beta) ... 5.17 / 7.38 eV
Calculated total energy ... -17070.16289 eV

```
! RIJCOSX wB97M-V def2-TZVPD def2/J DEFGRID3
* xyz 0 3
C 1.21 0.05 -1.13
C -0.87 1.82 -0.44
N -0.47 -1.87 1.00
O 0.07 -1.90 2.31
O -0.81 -0.58 0.59
P 0.32 0.69 0.40
H 0.56 0.07 -2.00
H 2.09 0.66 -1.30
H 1.55 -0.97 -0.96
H -1.45 1.29 -1.19
H -1.53 2.26 0.29
H -0.28 2.61 -0.90
H -0.69 -1.94 2.91
H 0.31 -2.20 0.42
*
```

[2]
Molecular formula: C33H45FI2N3O11P2Si
Method: DFT, wB97M-V/def2-TZVPD

Properties
Energy above the lowest of the compared OMol25 structures with the same formula, charge and spin ... 0.000 eV
Kohn-Sham gap ... 5.67 eV
Calculated total energy ... -107322.65444 eV

```
! RIJCOSX wB97M-V def2-TZVPD def2/J DEFGRID3
* xyz -1 1
C 2.83 -1.89 2.66
C 3.03 -0.48 2.17
I 4.07 0.57 3.70
C 2.61 0.07 1.02
I 2.89 2.16 0.82
P 1.68 -0.90 -0.46
C 0.68 0.58 -1.12
C 1.20 1.49 -2.23
C 0.09 2.44 -2.71
C 0.61 3.71 -3.37
N 1.23 4.63 -2.39
C 2.52 5.16 -2.77
N 2.77 5.78 -3.85
N 3.55 4.96 -1.83
C 0.84 -2.02 -1.82
C 1.15 -1.77 -3.31
C 0.02 -1.09 -4.07
O -1.14 -1.27 -3.88
O 0.42 -0.19 -5.04
Si -0.09 -1.56 0.92
C -0.04 -0.90 2.70
C -0.19 -3.45 1.06
C -1.77 -0.95 0.32
O 3.05 -0.37 -1.53
C 4.13 -1.14 -1.65
F 4.40 -1.45 -3.02
C 3.91 -2.46 -0.85
C 3.77 -3.68 -1.79
C 3.44 -4.96 -1.01
O 4.52 -5.91 -1.23
C 4.86 -6.68 -0.19
O 5.85 -7.33 -0.18
P 5.45 -2.76 0.13
O 5.41 -3.93 1.01
O 6.60 -2.83 -0.99
O 5.80 -1.40 0.93
O 2.75 -2.32 -0.11
H 3.73 -2.49 2.54
H 2.01 -2.40 2.16
H 2.61 -1.87 3.73
H 0.34 1.19 -0.27
H -0.24 0.13 -1.52
H 2.06 2.09 -1.94
H 1.50 0.89 -3.10
H -0.57 1.92 -3.42
H -0.53 2.72 -1.85
H 1.35 3.47 -4.14
H -0.22 4.21 -3.88
H 0.60 5.42 -2.23
H 1.93 5.80 -4.43
H 3.13 4.84 -0.91
H 4.07 4.11 -2.03
H -0.25 -1.96 -1.72
H 1.08 -3.07 -1.60
H 2.07 -1.21 -3.49
H 1.26 -2.73 -3.83
H 1.07 -0.61 -5.61
H 0.51 -1.56 3.38
H 0.38 0.11 2.77
H -1.07 -0.85 3.08
H 0.61 -3.96 0.52
H -0.12 -3.73 2.12
H -1.16 -3.81 0.71
H -2.49 -1.16 1.13
H -2.12 -1.48 -0.57
H -1.80 0.12 0.11
H 5.03 -0.58 -1.35
H 2.98 -3.48 -2.51
H 4.67 -3.87 -2.38
H 2.53 -5.43 -1.39
H 3.36 -4.75 0.06
H 4.12 -6.70 0.62
H 6.35 -2.40 -1.82
H 6.56 -0.94 0.56
C -9.65 1.43 1.70
C -8.96 0.26 1.38
C -7.61 0.15 1.65
C -6.93 1.22 2.23
C -7.61 2.40 2.53
C -8.97 2.49 2.27
C -6.90 3.57 3.12
O -7.50 4.59 3.40
C -5.44 3.45 3.35
C -4.74 4.54 3.85
C -3.37 4.45 4.07
C -2.70 3.26 3.80
C -3.39 2.17 3.31
C -4.76 2.26 3.08
C -5.47 1.08 2.52
O -4.88 0.04 2.30
H -10.71 1.51 1.50
H -9.49 -0.57 0.93
H -7.06 -0.75 1.41
H -9.49 3.41 2.52
H -5.27 5.46 4.05
H -2.83 5.30 4.45
H -1.63 3.19 3.97
H -2.88 1.24 3.08
*
```

[3]
Molecular formula: C15H20AuFN2OSi
Method: DFT, wB97M-V/def2-TZVPD

Properties
<S²> ... 2.035
Kohn-Sham gap (alpha / beta) ... 9.17 / 5.74 eV
Calculated total energy ... -35178.38779 eV

```
! RIJCOSX wB97M-V def2-TZVPD def2/J DEFGRID3
* xyz 2 3
Au 0.20 0.02 -0.75
O -0.75 -1.89 -1.90
C 0.12 -2.33 -2.93
C 1.40 -1.55 -3.00
C 2.42 -1.98 -3.85
C 3.60 -1.26 -3.92
C 3.73 -0.12 -3.14
C 2.68 0.24 -2.32
N 1.55 -0.46 -2.24
H -1.65 -1.80 -2.23
H -0.37 -2.26 -3.91
H 0.36 -3.39 -2.75
H 2.28 -2.87 -4.44
H 4.40 -1.59 -4.55
H 4.63 0.48 -3.17
H 2.74 1.13 -1.71
C -0.46 -0.20 4.01
Si -0.25 -0.67 2.16
C 1.67 -0.70 1.94
C -1.24 -2.24 1.77
N -0.79 0.53 0.97
C -1.54 1.62 1.05
C -1.93 2.22 2.28
C -2.64 3.39 2.33
C -3.05 4.02 1.15
C -2.72 3.46 -0.08
C -1.99 2.31 -0.12
F -1.68 1.76 -1.32
H 0.02 -0.99 4.59
H -1.50 -0.16 4.30
H 0.04 0.74 4.25
H 2.09 -1.30 2.74
H 2.09 0.30 2.02
H 2.01 -1.14 1.01
H -0.91 -3.05 2.41
H -1.12 -2.56 0.73
H -2.30 -2.09 1.95
H -1.64 1.73 3.20
H -2.90 3.82 3.28
H -3.63 4.93 1.19
H -3.02 3.93 -1.01
*
```

[4]
Molecular formula: C5H2IN
Method: DFT, wB97M-V/def2-TZVPD

Properties
Energy above the lowest of the compared OMol25 structures with the same formula, charge and spin ... 1.975 eV
Kohn-Sham gap (alpha / beta) ... 7.73 / 7.74 eV
Calculated total energy ... -14801.18329 eV

```
! RIJCOSX wB97M-V def2-TZVPD def2/J DEFGRID3
* xyz 0 1
C 1.35 -1.05 0.12
C 1.81 0.17 0.13
C 0.22 -1.60 0.00
C -0.10 1.26 -0.03
C -0.88 0.19 -0.05
N 1.33 1.32 0.04
I -2.91 -0.06 -0.03
H -0.34 -2.50 -0.10
H -0.47 2.27 -0.07
*
```

[5]
Molecular formula: C5H13NO2
Method: DFT, wB97M-V/def2-TZVPD

Properties
Energy above the lowest of the compared OMol25 structures with the same formula, charge and spin ... 2.698 eV
Kohn-Sham gap ... 9.45 eV
Calculated total energy ... -10979.18059 eV

```
! RIJCOSX wB97M-V def2-TZVPD def2/J DEFGRID3
* xyz 0 1
C 0.44 1.25 0.57
C -2.45 0.94 0.53
C 0.68 2.26 -0.50
N -1.20 0.33 0.13
H -1.13 0.23 -0.88
H -0.07 1.62 1.45
H 1.33 0.76 0.94
H -2.44 1.12 1.61
H -3.31 0.31 0.29
H -2.60 1.91 0.03
H -0.24 2.76 -0.80
H 1.15 1.80 -1.37
H 1.37 3.02 -0.11
C 1.70 -3.04 -0.49
C 0.90 -1.81 -0.11
O 1.20 -0.71 -0.65
O -0.10 -1.96 0.66
H -0.94 -0.78 0.45
H 2.58 -3.09 0.14
H 2.02 -2.97 -1.53
H 1.11 -3.94 -0.34
*
```

[6]
Molecular formula: C25H33AlN6O3S3
Method: DFT, wB97M-V/def2-TZVPD

Properties
Energy above the lowest of the compared OMol25 structures with the same formula, charge and spin ... 0.220 eV
Kohn-Sham gap ... 8.02 eV
Calculated total energy ... -80649.49293 eV

```
! RIJCOSX wB97M-V def2-TZVPD def2/J DEFGRID3
* xyz 0 1
Al 0.46 -1.75 0.36
C 2.70 1.84 1.10
C 1.90 0.59 1.32
N 1.60 -0.19 0.32
N 2.09 0.12 -0.94
C 2.13 -0.90 -1.73
S 1.72 -2.56 -1.33
S 2.67 -0.43 -3.33
C 2.75 -1.98 -4.27
C 3.98 -2.82 -4.01
C 3.84 -4.17 -3.69
C 4.96 -4.96 -3.48
C 6.23 -4.41 -3.59
C 6.37 -3.07 -3.92
C 5.25 -2.28 -4.13
C 1.50 0.21 2.67
C 1.66 1.14 3.71
C 1.36 0.84 5.02
C 0.90 -0.44 5.32
C 0.73 -1.37 4.33
C 0.99 -1.07 2.99
O 0.74 -2.00 2.08
H 3.05 1.89 0.08
H 2.06 2.70 1.29
H 3.54 1.88 1.79
H 1.84 -2.54 -4.11
H 2.75 -1.63 -5.31
H 2.85 -4.59 -3.58
H 4.84 -6.00 -3.22
H 7.11 -5.03 -3.43
H 7.36 -2.63 -4.01
H 5.37 -1.23 -4.37
H 2.03 2.13 3.48
H 1.48 1.58 5.79
H 0.67 -0.70 6.35
H 0.38 -2.38 4.55
C -2.56 1.78 -1.96
C -1.71 0.54 -2.00
N -0.67 0.34 -2.69
O -0.29 1.42 -3.46
C -2.08 -0.61 -1.14
C -3.51 -1.01 -0.94
N -1.11 -1.19 -0.57
O -1.29 -2.32 0.23
H -2.11 2.56 -2.56
H -2.67 2.11 -0.93
H -3.55 1.56 -2.35
H 0.55 1.11 -3.84
H -3.98 -0.31 -0.25
H -3.55 -2.01 -0.52
H -4.05 -0.98 -1.89
C -3.65 2.68 4.53
C -2.41 1.83 4.79
N -2.55 0.47 4.29
C -2.29 0.09 3.02
S -1.79 1.19 1.84
N -2.43 -1.21 2.73
C -2.68 -2.27 3.69
C -4.17 -2.50 3.96
H -3.51 3.68 4.95
H -4.53 2.23 4.99
H -3.81 2.77 3.46
H -2.21 1.75 5.86
H -1.54 2.27 4.31
H -2.89 -0.23 4.93
H -2.13 -1.50 1.81
H -2.14 -2.07 4.62
H -2.24 -3.18 3.27
H -4.65 -1.60 4.35
H -4.31 -3.30 4.69
H -4.68 -2.77 3.04
*
```

[7]
Molecular formula: C3H8O3Sn
Method: DFT, wB97M-V/def2-TZVPD

Properties
<S²> ... 0.762
Kohn-Sham gap (alpha / beta) ... 5.06 / 7.42 eV
Calculated total energy ... -15201.69255 eV

```
! RIJCOSX wB97M-V def2-TZVPD def2/J DEFGRID3
* xyz 1 2
O 0.59 -0.85 1.44
C -0.50 -1.40 1.93
C -0.44 1.56 0.93
O -0.08 1.58 2.25
Sn 1.31 0.41 2.59
H -1.49 -1.43 1.46
H -0.34 -2.21 2.66
H -1.51 1.67 0.71
H 0.31 2.07 0.29
O -0.19 -0.83 -1.67
H 0.44 -0.92 -0.88
C 0.36 -0.06 -2.71
H -0.41 0.58 -3.18
H 1.18 0.58 -2.36
H 0.75 -0.75 -3.47
*
```

[8]
Molecular formula: C4H7NO
Method: DFT, wB97M-V/def2-TZVPD

Properties
Energy above the lowest of the compared OMol25 structures with the same formula, charge and spin ... 2.624 eV
Kohn-Sham gap ... 10.00 eV
SMILES string ... CN1CC(=O)C1
Calculated total energy ... -7797.02018 eV

```
! RIJCOSX wB97M-V def2-TZVPD def2/J DEFGRID3
* xyz 0 1
C -1.54 -0.21 0.13
N -0.31 -0.03 -0.61
C 0.42 1.14 -0.17
C 1.50 0.19 0.61
O 2.56 0.34 1.13
C 0.71 -1.00 -0.24
H -2.00 -1.15 -0.18
H -1.42 -0.21 1.23
H -2.22 0.61 -0.14
H 0.99 1.61 -0.98
H -0.28 1.90 0.22
H 0.24 -1.95 0.09
H 1.36 -1.25 -1.09
*
```

[9]
Molecular formula: C3H4OS
Method: DFT, wB97M-V/def2-TZVPD

Properties
Energy above the lowest of the compared OMol25 structures with the same formula, charge and spin ... 3.586 eV
Kohn-Sham gap ... 9.90 eV
Calculated total energy ... -16054.52347 eV

```
! RIJCOSX wB97M-V def2-TZVPD def2/J DEFGRID3
* xyz 0 1
C -1.88 1.23 -0.99
C -1.81 0.00 -0.69
C 0.60 -0.54 0.22
O -1.62 -2.12 0.82
S -0.94 -1.56 -0.33
H -2.14 2.14 -1.42
H 0.97 0.07 -0.64
H 1.34 -1.15 0.82
H 0.08 0.18 0.89
*
```

[10]
Molecular formula: C4H27NO9
Method: DFT, wB97M-V/def2-TZVPD

Properties
Energy above the lowest of the compared OMol25 structures with the same formula, charge and spin ... 1.961 eV
Kohn-Sham gap ... 10.35 eV
SMILES string ... C[C@H](O)CCN.O.O.O.O.O.O.O.O
Calculated total energy ... -24503.66232 eV

```
! RIJCOSX wB97M-V def2-TZVPD def2/J DEFGRID3
* xyz 0 1
C 0.21 0.60 0.90
C 0.58 1.81 0.03
C -0.18 3.07 0.30
O 0.41 1.35 -1.34
C 0.53 0.81 2.37
N 0.59 -0.53 3.00
H -0.86 0.40 0.81
H 0.80 -0.23 0.51
H 1.66 1.91 0.10
H -1.16 3.18 -0.15
H 0.41 3.94 -0.03
H -0.27 3.22 1.37
H -0.52 1.47 -1.55
H 1.46 1.35 2.57
H -0.28 1.41 2.79
H 1.11 -0.47 3.87
H 1.22 -1.08 2.43
H -1.35 -1.35 3.01
H -1.95 -2.73 3.29
O -2.18 -1.79 3.25
H -1.73 -2.62 -1.84
H -0.60 -1.75 -1.55
O -1.03 -2.53 -1.18
H -2.51 -0.81 0.89
H -3.62 -0.93 1.83
O -3.32 -0.34 1.14
H 4.13 0.44 -2.40
H 3.69 -0.45 -3.50
O 4.10 -0.50 -2.62
H -0.21 -2.08 -3.91
H 0.23 -0.70 -3.56
O -0.35 -1.41 -3.23
H 1.30 -4.44 0.00
H 1.56 -4.25 -1.58
O 1.93 -4.38 -0.71
H 1.33 1.81 -4.37
H 1.46 1.58 -2.84
O 1.71 1.23 -3.72
H -2.95 2.30 1.17
H -2.74 1.30 2.38
O -2.58 2.19 2.05
*
```

[11]
Molecular formula: C5H20N2O5
Method: DFT, wB97M-V/def2-TZVPD

Properties
Energy above the lowest of the compared OMol25 structures with the same formula, charge and spin ... 4.843 eV
Kohn-Sham gap ... 9.52 eV
SMILES string ... NCCC[C@@H](N)C=O.O.O.O.O
Calculated total energy ... -18723.73036 eV

```
! RIJCOSX wB97M-V def2-TZVPD def2/J DEFGRID3
* xyz 0 1
O 1.01 -1.86 -2.06
C -0.13 -1.39 -2.12
C -0.79 -1.14 -0.78
C -1.78 0.03 -0.97
C -2.33 0.73 0.27
C -1.40 0.68 1.41
N -2.25 0.93 2.62
N -1.37 -2.27 -0.05
H -0.46 -0.88 -3.17
H 0.19 -0.94 -0.15
H -2.68 -0.49 -1.46
H -1.54 0.68 -1.83
H -3.25 0.16 0.62
H -2.72 1.72 0.12
H -0.61 1.59 1.31
H -1.00 -0.28 1.34
H -2.05 0.45 3.56
H -3.23 0.88 2.49
H -1.22 -2.02 0.86
H -2.33 -2.54 -0.20
H 1.95 -0.72 0.32
H 2.68 -1.66 -0.48
O 2.74 -0.70 -0.17
H 1.05 1.72 -1.28
H -0.15 2.49 -1.72
O 0.44 1.70 -1.94
H 1.91 -1.03 3.37
H 1.83 0.43 3.08
O 2.11 -0.41 2.74
H 2.13 3.22 -0.58
H 3.08 2.79 0.74
O 2.49 2.57 -0.04
*
```

[12]
Molecular formula: C33H40HgN6O
Method: DFT, wB97M-V/def2-TZVPD

Properties
Kohn-Sham gap (alpha / beta) ... 4.17 / 2.74 eV
Calculated total energy ... -50026.96146 eV

```
! RIJCOSX wB97M-V def2-TZVPD def2/J DEFGRID3
* xyz -2 1
Hg -0.95 -0.37 0.52
N -0.65 -2.48 1.99
N 0.58 -2.79 -0.82
C 2.40 1.74 0.09
C 3.26 0.64 0.36
C 3.06 0.24 1.70
C 3.71 -0.89 2.39
H 4.43 -1.39 1.73
H 2.98 -1.64 2.73
H 4.26 -0.54 3.28
C 2.09 1.09 2.28
C 1.63 1.03 3.68
H 2.26 1.66 4.33
H 1.70 0.00 4.05
H 0.59 1.35 3.79
C 1.68 2.03 1.29
C 0.71 3.12 1.49
H -0.16 2.78 2.07
H 0.35 3.51 0.52
H 1.16 3.97 2.03
C 4.20 -0.02 -0.58
H 5.14 -0.25 -0.06
H 4.42 0.62 -1.44
H 3.80 -0.97 -0.95
C 2.22 2.46 -1.19
H 1.21 2.32 -1.59
H 2.93 2.09 -1.94
H 2.39 3.54 -1.07
C -1.28 -2.80 3.13
H -1.22 -2.05 3.92
C -2.00 -4.00 3.28
H -2.53 -4.17 4.21
C -1.98 -4.94 2.23
H -2.62 -5.83 2.25
C -1.09 -4.74 1.19
H -0.91 -5.44 0.36
C -0.28 -3.55 1.23
C 0.85 -3.42 0.38
H 1.87 -3.35 0.79
C 0.04 -1.50 -0.99
C 0.74 -3.43 -2.05
H 1.02 -4.45 -2.14
C 0.42 -2.54 -2.99
H 0.47 -2.59 -4.06
N 0.11 -1.32 -2.35
C 0.19 -0.10 -3.10
C 1.38 0.16 -3.81
C 1.45 1.27 -4.65
H 2.38 1.44 -5.19
C 0.36 2.12 -4.84
C 0.46 3.29 -5.77
H 0.46 4.24 -5.22
H -0.38 3.31 -6.47
H 1.39 3.24 -6.35
C -0.82 1.84 -4.15
H -1.68 2.48 -4.30
C -0.94 0.71 -3.33
C -2.29 0.34 -2.80
H -2.63 -0.65 -3.14
H -3.03 1.08 -3.16
H -2.34 0.35 -1.70
C 2.58 -0.74 -3.73
H 2.43 -1.70 -4.26
H 2.89 -0.95 -2.69
H 3.42 -0.23 -4.22
C -3.61 0.37 5.16
N -3.62 0.66 3.74
C -4.78 0.97 3.09
C -4.74 1.31 1.76
C -3.50 1.29 1.11
N -2.45 0.69 1.69
C -2.42 0.49 3.06
O -1.39 0.18 3.66
N -3.29 1.81 -0.13
H -4.61 0.54 5.57
H -2.89 1.02 5.68
H -3.31 -0.67 5.34
H -5.67 0.96 3.71
H -5.62 1.62 1.22
H -4.03 2.36 -0.55
H -2.34 2.15 -0.33
*
```